No. 1
# C6H12O

C6H12O as an isolated structure (ωB97M-V/def2-TZVPD, the OMol25 dataset).

Last column: Mulliken charge in e.
Positions of all 19 atoms, in Å:
C1 0.26 0.93 0.31  -0.3561
O1 1.30 -0.68 1.77  -0.5548
H1 -2.66 -1.21 0.81  0.3381
H2 -0.76 2.01 -1.33  0.2509
C2 1.09 -0.33 0.41  0.4407
H3 1.38 0.17 2.23  0.3894
C3 -2.12 -0.89 -0.09  -1.2203
H4 -2.82 -0.89 -0.93  0.3526
H5 0.65 -1.23 -0.06  0.1143
H6 2.27 0.08 -1.39  0.3391
H7 3.11 -0.84 -0.11  0.3531
H8 -0.88 0.56 1.09  0.1176
C4 2.41 -0.02 -0.31  -1.4329
H9 -1.35 -1.63 -0.30  0.2702
H10 -2.26 1.26 0.38  0.5042
C5 -1.54 0.49 0.09  0.1151
H11 -0.35 0.29 -1.73  0.2859
H12 2.84 0.91 0.08  0.3671
C6 -0.55 1.02 -0.93  -0.6741

Output
2S+1: 1
Energy relative to the best compared isomer or geometry (same formula, charge and spin): 89.3 kcal per mole
Net charge: 0


No. 2
# C6H12O

One molecule with the formula C6H12O (ωB97M-V/def2-TZVPD, the OMol25 dataset).

Last column: Mulliken charge in e.
Positions of all 19 atoms, in Å:
C1 -2.37 0.97 0.28  -1.1208
H1 2.64 1.69 0.68  0.3032
O1 2.36 0.92 1.18  -0.5084
C2 -1.90 -0.50 0.39  -0.4555
H2 -0.64 -1.84 -0.63  0.3001
H3 -1.52 -0.67 1.39  0.2788
C3 2.77 -0.14 0.31  -0.4404
H4 0.37 1.09 -0.48  0.1840
H5 -1.61 1.67 0.65  0.2941
C4 -0.87 -0.77 -0.71  -0.5519
H6 -3.25 1.09 0.92  0.3494
H7 -2.71 -1.24 0.34  0.3373
H8 -1.20 -0.81 -1.77  0.3275
H9 1.86 -1.39 -1.32  0.3455
H10 3.72 0.11 -0.16  0.3254
C5 0.41 0.01 -0.56  -0.0653
C6 1.67 -0.48 -0.73  -0.4415
H11 -2.65 1.32 -0.71  0.2977
H12 2.91 -1.04 0.92  0.2407

Output
2S+1: 1
Energy relative to the best compared isomer or geometry (same formula, charge and spin): 56.4 kcal per mole
Net charge: 0
SMILES: CCC/C=C/CO


Short version: strongest force on any atom = 0.3, 2.4 eV/Å, in the order given.
Short version: gap between HOMO and LUMO = 0.3430, 0.3471 Eh, in the order given.